56
Properties=species:S:1:pos:R:3 method="wB97M-V/def2-TZVPD" charge=-1 de_lowest_kcal_mol=105.11 orbital_gap_ev="1.808 / 7.390" spin_multiplicity=2 e_lumo_ha="0.06891 / 0.06611" e_homo_ev="0.1 / -5.6"
C 2.32141 0.45616 2.77793
C 0.94878 1.25426 2.60491
C 0.44108 1.18436 1.25825
C -0.25624 0.16130 0.67426
C 0.75540 2.51382 0.45559
N 2.26659 -0.93345 2.34777
H 3.25893 0.87281 2.42147
H 2.34882 0.44865 3.90412
H 0.16434 0.66958 3.15467
H 0.89302 2.15777 3.10458
H -0.38298 0.17869 -0.35050
H -0.53292 -0.82613 1.30937
H -0.29802 2.95436 0.59243
H 0.57808 2.25473 -0.61709
H 1.66204 2.96760 0.73881
H 1.87071 -1.43224 3.24939
H 1.67918 -1.12408 1.61876
H -1.70988 1.12939 -4.68657
H -1.17221 0.68956 -3.50459
O -1.29290 0.32851 -4.34429
H -2.02845 2.02794 2.33027
H -2.61884 0.72042 1.80383
O -2.22514 1.49821 1.60493
H 2.04125 -0.92923 -4.86167
H 2.96223 -1.69700 -3.86313
O 2.49034 -0.94246 -4.06800
H 1.33949 0.79652 -2.15190
H 1.31868 -0.43830 -3.08188
O 0.74848 0.07110 -2.38497
H 3.97501 1.94348 -1.72825
H 3.32032 3.17311 -1.52286
O 3.29609 2.32488 -1.01908
H -3.72030 0.05590 3.12257
H -2.71825 -0.49070 4.21806
O -3.58700 -0.09818 3.96543
H -3.94122 1.94387 -2.81965
H -2.36322 2.30606 -3.04051
O -3.26738 2.51789 -3.35924
H 3.04716 -0.56111 -0.60468
H 3.20181 -1.63862 0.30982
O 3.27299 -1.45911 -0.62322
H 1.14371 -1.36112 -1.16146
H 0.77303 -2.23107 0.15345
O 0.65342 -2.18191 -0.73550
H -3.86957 0.12107 -1.72818
H -3.70279 0.87785 -0.69384
O -4.28540 0.93788 -1.49511
H -1.27935 -1.15540 -1.55481
H -1.90668 -2.39871 -0.88553
O -1.93188 -1.44297 -0.89078
H 0.22242 -2.81947 4.24427
H -1.01495 -2.03703 4.55044
O -0.05533 -1.99216 4.41425
H -0.83876 -4.14248 -0.37430
H -0.76304 -3.23194 -1.54907
O -1.23213 -3.97285 -1.22896